Formula: C20H37N3OPdSi2
Source: OMol25
Level of theory: ωB97M-V with the def2-TZVPD basis set

Last column: natural (NBO) charge in e.
Positions of all 64 atoms, in Å:
Pd  -1.39119  0.52990  0.96243  -0.337
Si  -0.93121  -0.49247  3.00550  0.821
Si  -1.79701  -1.39223  -0.25676  0.806
O  -1.33549  5.48798  -1.41090  -0.692
N  -1.37679  3.54883  -2.56742  -0.437
N  2.08632  1.62623  -1.03873  -0.435
N  3.75407  -0.29719  -0.75006  -0.431
C  1.89562  0.99265  0.27500  -0.289
C  2.91901  -0.51926  -1.93527  -0.258
C  -1.54194  -2.72822  1.15297  -0.420
C  3.45101  2.12739  -1.13930  -0.247
C  -1.69831  -4.09018  0.86118  -0.172
C  4.46223  0.97027  -0.91185  -0.250
C  2.87411  -0.19965  0.42834  -0.260
C  -1.66096  4.24551  -3.79742  -0.409
C  -1.51048  -5.08808  1.80832  -0.284
C  -1.17703  -2.36425  2.47320  -0.398
C  -0.63331  -2.18275  -1.60619  -1.114
C  -1.14966  -4.73173  3.10199  -0.248
C  0.83212  -0.62498  3.81325  -1.110
C  -0.91756  3.49336  -0.15699  -0.719
C  -3.49208  -1.98128  -0.99624  -1.115
C  -1.97679  -0.47127  4.64005  -1.113
C  1.86204  0.61027  -2.06806  -0.262
C  -1.37026  2.10068  -2.65734  -0.441
C  -1.23984  4.26018  -1.41229  0.692
C  -0.98958  -3.38781  3.41220  -0.238
H  3.58215  2.57967  -2.12803  0.179
H  5.15062  0.87291  -1.75816  0.177
H  3.57762  -0.55983  -2.80953  0.172
H  -0.70651  -3.12533  4.42945  0.183
H  0.85301  0.64813  0.34338  0.262
H  -1.20095  1.61428  -1.69556  0.256
H  3.57956  2.91686  -0.39366  0.190
H  -1.64194  -6.13355  1.54068  0.174
H  2.04473  1.74625  1.05104  0.196
H  -2.69509  4.07307  -4.11939  0.175
H  2.43556  -1.49198  -1.83631  0.214
H  -3.68433  -1.44594  -1.93290  0.197
H  -0.89501  -3.22496  -1.83812  0.186
H  -3.52163  -3.05955  -1.20846  0.179
H  -0.99420  -5.49462  3.86084  0.174
H  3.50373  -0.09618  1.31571  0.189
H  -0.99820  3.88173  -4.58870  0.177
H  -1.71786  -1.28520  5.33252  0.178
H  -1.50974  5.31061  -3.64829  0.233
H  -0.67535  -1.60927  -2.54026  0.193
H  -1.97804  -4.38583  -0.14788  0.172
H  -4.31079  -1.74508  -0.30984  0.210
H  0.85257  0.21758  -1.92864  0.240
H  -1.81509  0.48051  5.15751  0.200
H  1.91369  1.09106  -3.05106  0.175
H  5.06304  1.13929  -0.01349  0.185
H  2.32414  -1.13819  0.52372  0.218
H  1.07661  0.31991  4.31105  0.200
H  0.40424  -2.17418  -1.25526  0.198
H  0.03274  2.96577  -0.27077  0.259
H  -2.33704  1.73894  -3.02111  0.185
H  0.90428  -1.43242  4.55627  0.182
H  -1.67307  2.73100  0.07938  0.241
H  -0.85006  4.20501  0.65946  0.226
H  -0.59425  1.77467  -3.35825  0.176
H  -3.04444  -0.54381  4.41174  0.208
H  1.59822  -0.80323  3.05131  0.201

Values from the calculation:
Energy above the lowest of the compared OMol25 structures with the same formula, charge and spin (eV): 0.000
Total energy (a.u.): -1730.6328
Net charge: -2
2S+1: 1


Formula: C7H14N
Source: OMol25
Level of theory: ωB97M-V with the def2-TZVPD basis set

Last column: natural (NBO) charge in e.
Positions of all 22 atoms, in Å:
N  -0.62454  -0.35026  -0.53511  -0.347
C  -0.81461  -1.53283  0.26559  -0.459
C  0.42640  0.51364  0.09904  0.097
C  0.00294  1.25516  1.40032  -0.635
C  1.40003  1.09254  -0.92692  -0.477
C  -1.88853  0.34400  -0.82738  -0.409
C  1.91685  -0.07687  -0.25723  -0.018
C  2.83088  -0.99261  -0.08058  -0.338
H  3.74538  -0.95477  -0.74144  0.240
H  -1.63677  1.34256  -1.04534  0.233
H  -1.66654  -2.24754  0.04412  0.255
H  -0.11899  0.54647  2.17458  0.231
H  1.05804  1.12261  -2.01066  0.237
H  -2.53616  0.22929  -0.02087  0.230
H  -0.24767  -0.64613  -1.38293  0.432
H  -1.19864  -1.26441  1.28963  0.242
H  0.80112  1.94008  1.83252  0.273
H  2.71673  -1.75243  0.62082  0.219
H  0.09259  -2.17557  0.23799  0.252
H  -2.36800  -0.21859  -1.67118  0.242
H  1.97739  2.10930  -0.70208  0.275
H  -0.95977  1.78762  0.97652  0.223

Values from the calculation:
Energy above the lowest of the compared OMol25 structures with the same formula, charge and spin (eV): 2.834
Total energy (a.u.): -329.5034
Net charge: +1
SMILES: C=C1C[C@@]1(C)[NH+](C)C
2S+1: 1


Formula: C3H8NS
Source: OMol25
Level of theory: ωB97M-V with the def2-TZVPD basis set

Last column: natural (NBO) charge in e.
Positions of all 13 atoms, in Å:
S  1.17953  0.47159  1.30408  -0.498
N  -2.01998  -0.81013  0.20301  -0.792
C  -1.27111  -0.79029  -1.45703  -0.393
C  -0.21064  0.16634  -1.26488  0.100
C  0.91871  -0.18513  -0.33510  -0.597
H  1.92584  -0.22807  -1.39434  0.117
H  -0.78537  -1.74253  -1.59508  0.189
H  -2.03112  -0.56365  -2.26884  0.186
H  -1.11842  -0.29797  0.66829  0.323
H  0.37125  3.03396  1.23832  0.039
H  0.81350  -1.33551  -0.34864  0.192
H  -0.18379  0.84154  -2.12427  0.192
H  0.32209  3.31215  0.35595  -0.056

Values from the calculation:
Energy above the lowest of the compared OMol25 structures with the same formula, charge and spin (eV): 8.553
Total energy (a.u.): -571.7639
Net charge: -1
2S+1: 1


Formula: C7H12FeO3
Source: OMol25
Level of theory: ωB97M-V with the def2-TZVPD basis set

Last column: natural (NBO) charge in e.
Positions of all 23 atoms, in Å:
Fe  -1.64416  -3.30278  -4.32894  2.040
O  0.17226  -2.35466  -1.49975  -0.342
O  -0.06004  -3.61270  -3.30612  -0.496
O  -1.62346  -2.14814  -2.84947  -0.582
C  0.70726  2.98844  0.24769  -0.322
C  -0.51355  -2.69057  -2.56503  0.937
C  0.08394  -0.33668  1.61640  0.059
C  -0.35803  -1.33270  -0.64490  -0.087
C  0.59295  -1.19608  0.53082  -0.519
C  0.79891  0.65703  2.23856  -0.575
C  -0.57660  3.03453  0.66854  -0.285
H  -0.42991  -0.39395  -1.20897  0.219
H  0.96775  2.54550  -0.71627  0.237
H  0.35168  1.80650  1.29716  0.345
H  1.49003  3.53627  0.77632  0.274
H  0.44271  1.00847  3.21141  0.293
H  -1.36150  -1.62597  -0.31069  0.232
H  -1.38448  2.65525  0.03871  0.236
H  -0.87136  3.68017  1.49891  0.275
H  -0.96425  -0.47721  1.90639  0.233
H  1.88985  0.64275  2.15650  0.271
H  0.68813  -2.18562  1.02710  0.297
H  1.60186  -0.89783  0.21561  0.262

Values from the calculation:
Energy above the lowest of the compared OMol25 structures with the same formula, charge and spin (eV): 0.000
Total energy (a.u.): -1761.9197
⟨S²⟩: 8.762
Net charge: +3
2S+1: 6


Which value of total energy does entry 2 give?
-329.5034 a.u.